Entry P
{"formula": "C4H9N", "method": "wB97M-V/def2-TZVPD", "homo_lumo_gap_ev": 9.02, "mol_weight_da": 71.12, "multiplicity": 1, "total_charge": 0, "smiles": "C/C=C(/C)N", "species": ["C", "C", "C", "C", "N", "H", "H", "H", "H", "H", "H", "H", "H", "H"], "coordinates": [[1.97722, -0.29448, -0.38363], [0.55507, -0.10284, -0.86629], [-0.42649, 0.03687, 0.05050], [-1.89014, 0.03827, -0.36697], [-0.22242, 0.20554, 1.42632], [2.45937, 0.67335, -0.25867], [1.99363, -0.90369, 0.51835], [2.54892, -0.88950, -1.10220], [0.18923, 0.03693, -1.87306], [-2.07399, -0.85064, -0.97239], [-2.35363, 0.94858, -0.72658], [-2.43771, -0.30829, 0.52338], [0.70606, 0.50974, 1.66559], [-0.77272, 0.96409, 1.80774]]}

***

Entry Q
{"formula": "C4H9N", "method": "wB97M-V/def2-TZVPD", "homo_lumo_gap_ev": 9.52, "mol_weight_da": 71.12, "multiplicity": 1, "total_charge": 0, "smiles": "CN1C=C1.C", "species": ["C", "N", "C", "C", "H", "H", "H", "H", "H", "C", "H", "H", "H", "H"], "coordinates": [[2.10178, -0.01992, -0.45092], [0.78483, -0.41830, 0.06055], [0.26904, 0.46876, 1.14168], [0.74768, -0.64924, 1.52927], [2.71936, 0.49564, 0.30124], [2.63359, -0.91265, -0.79818], [1.95948, 0.64623, -1.30943], [-0.26184, 1.40292, 1.22459], [0.95204, -1.45104, 2.21917], [-2.40810, 0.07998, -0.79810], [-3.17534, -0.03736, -0.02816], [-2.11255, 1.13168, -0.86111], [-2.81166, -0.23426, -1.76388], [-1.52646, -0.52132, -0.56068]]}

***

What should be chosen as the least stable of them? Choose entry Q.

***

Entry P
{"formula": "C4H9N", "method": "wB97M-V/def2-TZVPD", "homo_lumo_gap_ev": 5.79, "mol_weight_da": 71.12, "multiplicity": 1, "total_charge": 0, "species": ["N", "C", "C", "C", "C", "H", "H", "H", "H", "H", "H", "H", "H", "H"], "coordinates": [[-0.43924, -0.78906, -1.10085], [-0.09799, -0.99526, 0.36237], [-1.33972, -0.31283, 1.16673], [-2.07660, 0.35963, 0.05212], [-1.22213, 0.46696, -1.09744], [6.65082, 0.95728, -0.29668], [-0.02677, -2.09361, 0.55740], [0.93067, -0.72268, 0.72525], [6.54255, 1.56425, 0.20371], [-1.66281, -0.16122, 2.24871], [-2.14623, -0.81763, 0.42494], [-3.00947, 0.93452, 0.16575], [-1.71385, 0.38450, -2.10410], [-0.38923, 1.22514, -1.30791]]}

***

Entry Q
{"formula": "C4H9N", "method": "wB97M-V/def2-TZVPD", "homo_lumo_gap_ev": 9.71, "mol_weight_da": 71.12, "multiplicity": 1, "total_charge": 0, "smiles": "C1CCNC1", "species": ["C", "C", "C", "N", "C", "H", "H", "H", "H", "H", "H", "H", "H", "H"], "coordinates": [[0.63520, -0.14286, 1.00210], [0.86191, -0.72040, -0.43221], [-0.49607, -0.45632, -1.13424], [-1.23806, 0.54838, -0.32585], [-0.47100, 0.87810, 0.88097], [1.57175, 0.25460, 1.39490], [0.40190, -0.98991, 1.64900], [1.09824, -1.77387, -0.35684], [1.64486, -0.18135, -0.96077], [-0.30034, -0.04022, -2.12345], [-1.07298, -1.37162, -1.23379], [-1.42474, 1.33299, -0.92758], [-1.11502, 0.76115, 1.75728], [-0.09565, 1.90133, 0.81049]]}

***

What should be chosen as the least stable of them? Choose entry P.